Run one
9
Properties=species:S:1:pos:R:3:nbo_charge:R:1 method="wB97M-V/def2-TZVPD" orbital_gap_ev=8.59 e_homo_ev=-8.3 e_lumo_ev=0.2451
C 1.097 0.821 0.310 -0.209
C 0.408 -0.534 0.478 -0.375
C 1.970 -0.210 0.323 -0.173
P -1.792 -1.219 -0.168 0.191
H 0.904 1.868 0.368 0.226
H 0.268 -0.742 1.644 0.166
H 3.007 -0.521 0.310 0.235
H -1.770 -2.444 -0.904 -0.024
H -1.888 -0.490 -1.335 -0.037


Run two
9
Properties=species:S:1:pos:R:3:nbo_charge:R:1 method="wB97M-V/def2-TZVPD" orbital_gap_ev="7.57 / 7.57" e_homo_ev="-7.2 / -7.2" e_lumo_ev="0.3734 / 0.3726"
C -1.132 0.201 1.022 -0.164
C -1.351 0.311 -0.283 -0.176
C -0.398 -0.701 0.139 -0.185
P 2.231 -0.068 0.031 -0.116
H -1.725 0.585 1.897 0.250
H -1.886 0.650 -1.144 0.239
H -0.307 -1.789 0.221 0.220
H 2.334 1.200 -0.538 -0.037
H 2.233 -0.389 -1.345 -0.031


The least stable of the structures above is run two, whereas run one is the most stable.